98
Properties=species:S:1:pos:R:3:forces:R:3:lowdin_spin:R:1 method="wB97M-V/def2-TZVPD" lumo_energy_ha="0.1472 / 0.1472" s2=3.810 homo_ev="1.44 / -0.22" spin_multiplicity=4 charge=-2 orbital_gap_ev="2.5615 / 4.2195"
Re 0.1064 -0.5030 -0.9188 -0.53 1.99 -0.82 1.670
Cl -2.1957 -0.4575 -1.2831 -1.42 -0.20 -0.23 0.165
Cl 1.9443 -1.3440 -1.9807 1.61 -0.98 -0.59 0.122
P 0.3361 -0.6657 -5.0799 -0.23 -0.11 -3.17 0.007
N 0.2755 -0.5543 0.8273 0.47 -0.28 5.28 0.213
C 1.6080 -0.9563 -7.9412 -0.56 -0.03 -0.30 0.000
C 2.7654 -0.6356 -8.8883 0.52 0.29 0.27 0.000
C -0.5732 -2.2025 3.9857 0.17 -0.24 -0.62 0.011
C 0.0101 -2.3740 -5.8132 -0.02 -0.37 -0.44 0.001
C -2.6216 0.5825 -8.0650 -0.32 0.25 0.36 0.000
C 0.0826 2.6499 -1.5364 0.14 -2.57 0.73 0.057
C 1.2498 -3.3058 -5.8744 -0.15 -0.01 0.34 0.000
C 3.1124 0.8648 -8.9687 0.06 0.09 0.10 0.000
C 0.1018 0.3856 3.1287 0.25 0.69 1.35 0.075
C -0.5493 2.7322 2.6591 -0.15 0.11 -0.30 0.006
C -0.8460 4.9010 -2.9705 0.02 0.67 -0.30 0.077
C -0.6610 -3.2384 0.4788 0.49 -0.03 -0.81 0.010
C 1.8751 1.1881 -6.7630 0.15 0.28 0.06 0.000
C 0.7098 3.9217 -1.3735 -0.23 -0.12 -0.17 0.057
C 1.6704 -3.3022 1.5968 -0.01 -0.27 0.13 0.004
C 0.0716 -0.6868 2.1992 0.15 0.28 -3.73 0.084
C 3.1241 1.5517 -7.5910 -0.14 -0.33 0.19 0.000
C 0.6496 1.8166 2.9251 -0.37 -0.46 -0.03 0.011
C 0.5292 1.3798 -0.9136 0.93 3.34 -0.53 0.116
C -1.2771 1.5595 -5.6255 -0.21 0.14 0.06 0.001
C -1.1893 0.0844 -6.0171 0.31 0.02 0.45 0.000
C 1.6889 -0.3160 -6.5286 0.22 -0.06 0.56 0.001
C -0.2085 -1.9924 2.6631 0.34 -1.02 0.96 0.062
C -1.5242 -4.3705 -6.1604 -0.01 -0.01 0.08 0.000
C -0.3128 -5.3093 -6.1995 -0.03 0.12 0.17 0.000
C -0.7555 -1.1219 4.8458 -0.18 0.08 0.63 0.100
C 1.3224 2.3642 4.2130 0.20 -0.13 -0.32 0.003
C -2.6077 2.1873 -6.0574 0.07 -0.18 0.09 0.000
C -0.3941 0.1464 4.4122 0.52 0.03 -0.58 0.007
C -1.3102 0.0018 -7.5493 -0.01 0.04 0.01 0.000
C -1.2836 -3.0815 -5.3517 0.27 -0.13 0.17 0.001
C -1.0949 2.5878 -2.3229 -0.53 1.11 -0.49 0.049
C 0.2665 5.0047 -2.1186 0.00 0.07 -0.04 0.006
C -1.5537 3.6984 -3.0214 0.16 -0.47 0.34 0.012
C -2.8715 2.0151 -7.5649 -0.03 0.15 0.18 0.000
C 0.1352 -3.1977 1.7882 0.23 0.41 0.31 0.007
C 0.9551 -4.5838 -6.6667 -0.11 -0.24 0.07 0.000
H -1.1421 2.7637 3.5840 -0.04 0.06 -0.20 0.000
H -3.4392 -0.0594 -7.7185 -0.07 0.00 -0.02 0.000
H -0.2413 3.7548 2.4120 -0.03 -0.05 -0.03 0.001
H 3.6570 -1.1753 -8.5434 0.03 0.02 -0.07 0.000
H 4.0151 1.2231 -7.0378 -0.07 0.08 -0.05 0.000
H -1.0973 -1.2534 5.8647 0.00 -0.14 0.07 0.010
H -0.3783 0.9958 5.0969 -0.36 -0.57 0.02 -0.002
H -2.0337 -0.4744 -5.5771 0.07 0.41 0.01 0.000
H 1.9713 -4.3102 1.2542 -0.22 0.31 -0.05 0.000
H -1.2340 -1.0197 -7.9440 0.08 0.18 0.13 0.000
H -0.5251 -6.1607 -6.8624 0.04 0.13 0.09 0.000
H -2.3883 -4.9105 -5.7506 0.08 0.11 -0.07 0.000
H 4.1089 0.9718 -9.4170 -0.18 0.04 -0.12 0.000
H 1.6144 -3.5492 -4.8706 -0.23 -0.04 0.08 0.000
H 0.7188 -0.5892 -8.4505 0.15 -0.11 0.12 0.000
H -2.6092 3.2482 -5.7632 -0.10 -0.25 -0.26 0.000
H 2.0328 -2.5678 0.8735 -0.05 -0.03 0.09 0.000
H 2.0965 -2.8050 -6.3648 -0.30 -0.09 0.33 0.000
H -0.2857 -2.4658 -0.2870 -0.73 -2.01 1.28 0.014
H 2.5666 -0.7392 -6.0030 0.05 0.38 -0.32 0.000
H -0.1584 -4.0614 2.4018 -0.09 -0.05 -0.22 0.001
H 1.4981 -2.0412 -7.9319 0.02 0.12 0.06 0.000
H -1.1253 1.6812 -4.5462 -0.08 0.01 -0.32 0.001
H -0.6378 -3.2371 4.3453 -0.26 0.33 -0.06 -0.001
H -2.4685 3.6202 -3.6159 0.24 0.06 0.18 -0.001
H 2.1041 1.7135 4.6206 -0.09 -0.03 -0.19 0.000
H 0.8449 -4.3324 -7.7318 -0.04 0.04 0.07 0.000
H -1.1640 5.7526 -3.5900 0.16 -0.30 0.38 0.008
H -2.2330 2.7170 -8.1206 -0.01 -0.12 0.04 0.000
H 2.4055 1.3852 -9.6328 0.02 -0.12 0.15 0.000
H 1.3343 1.5730 -0.1505 -0.58 -0.02 -0.65 0.020
H -1.6772 1.6729 -2.3344 0.22 0.07 -0.04 0.002
H 1.8862 1.7383 -5.8148 0.01 -0.08 -0.09 0.000
H -1.7868 -4.0971 -7.1921 0.04 0.02 0.05 0.000
H -1.1915 2.3485 1.8576 0.24 0.09 0.05 0.001
H 0.7921 5.9652 -2.0545 -0.16 -0.29 0.06 -0.002
H -2.1450 -2.4160 -5.5081 0.26 -0.18 0.07 0.000
H 1.8029 -5.2785 -6.6003 -0.02 0.15 -0.03 0.000
H -3.4174 1.7039 -5.4902 0.09 0.05 -0.07 0.000
H 0.5761 2.5054 5.0014 0.21 0.13 -0.13 0.000
H -0.2092 -2.1143 -6.8579 0.14 -0.27 0.17 0.000
H 1.7626 3.3430 4.0144 0.05 0.08 -0.08 0.001
H -1.2670 -3.2946 -4.2757 0.13 -0.05 -0.08 0.001
H -1.7103 -3.0391 0.7018 0.02 0.16 -0.26 0.001
H 1.3670 1.8472 2.0822 -0.42 -0.12 0.33 0.003
H -0.4558 2.1038 -6.1176 -0.24 -0.06 0.20 0.000
H -0.1507 -5.7331 -5.1966 0.03 0.15 -0.13 0.000
H -3.9125 2.2980 -7.7690 0.14 0.03 -0.13 0.000
H 1.0043 1.5497 -7.3287 0.22 0.02 0.19 0.000
H 1.5324 4.0221 -0.6624 -0.08 -0.05 -0.28 0.003
H -2.6358 0.5579 -9.1652 -0.02 0.00 0.19 0.000
H 2.5267 -1.0133 -9.9015 0.11 0.08 0.42 0.000
H -0.5924 -4.2394 0.0117 0.04 0.33 0.08 0.000
H 2.1801 -3.1406 2.5649 -0.24 0.04 -0.37 0.000
H 3.1876 2.6517 -7.6908 0.02 -0.45 -0.05 0.000
H -0.5005 0.5969 -7.9838 -0.26 -0.12 0.03 0.000



9
Properties=species:S:1:pos:R:3:forces:R:3:lowdin_charge:R:1 method="wB97M-V/def2-TZVPD" lumo_energy_ha=0.0315 homo_ev=-9.29 spin_multiplicity=1 orbital_gap_ev=10.1516 smiles=FCCS
S 1.5429 -0.1804 -0.0498 3.77 -1.97 0.14 0.764
F -2.1820 0.0814 -0.1991 -0.88 0.64 -1.00 -0.030
C -0.9692 -0.4091 0.1849 -0.99 -2.58 0.35 -0.379
C 0.0541 0.5931 0.1483 -0.88 3.30 -0.28 -0.656
H 2.4468 0.8078 -0.2700 -0.71 0.02 0.13 -0.116
H -0.0284 1.2574 1.0309 0.12 0.13 -0.92 0.108
H -0.1522 0.9790 -0.8524 -0.14 1.40 0.44 0.092
H -1.2016 -0.7732 1.1527 0.44 -0.80 1.14 0.115
H -0.6222 -1.2212 -0.4715 -0.73 -0.14 0.01 0.102



22
Properties=species:S:1:pos:R:3:forces:R:3:lowdin_charge:R:1 method="wB97M-V/def2-TZVPD" lumo_energy_ha=0.0387 homo_ev=-10.96 spin_multiplicity=1 orbital_gap_ev=12.0084 smiles=CCC.CCC
C -1.1818 -2.7040 0.9729 0.03 0.41 -0.58 -0.118
C -0.5931 2.9707 0.4434 0.56 0.34 -1.09 -0.109
C 1.0915 -2.0761 0.0192 0.59 -0.22 -0.18 -0.127
C 0.3415 -2.6178 1.2193 -1.02 0.45 -0.59 -0.304
C 0.5835 2.3336 -1.8817 0.04 0.86 0.73 -0.111
C -0.2142 1.9358 -0.6468 -0.70 -1.77 1.20 -0.321
H -1.6516 2.9184 0.6861 0.05 0.13 0.14 0.062
H -1.1019 1.3253 -0.8695 -0.15 0.62 -0.59 0.095
H -1.7012 -1.8216 1.3470 0.02 -0.07 0.40 0.063
H -0.0064 2.5329 -2.7712 -0.15 -0.34 -0.10 0.066
H -1.6158 -3.5989 1.4007 -0.18 -0.07 0.16 0.059
H 0.9399 -2.7090 -0.8468 -0.28 -0.12 -0.30 0.068
H 1.3685 1.6087 -2.0518 0.02 -0.16 -0.44 0.061
H -0.3408 3.9704 0.0773 -0.35 0.08 0.05 0.062
H 0.0174 2.8446 1.3310 -0.10 -0.16 0.23 0.060
H 0.7931 -1.0641 -0.2401 -0.13 0.10 -0.01 0.047
H 0.4447 -1.9222 2.0316 0.49 0.05 0.67 0.087
H 0.7149 -3.5896 1.4962 0.27 -0.28 0.21 0.091
H -1.4467 -2.6691 -0.0885 0.27 -0.40 -0.08 0.065
H 0.3034 1.1264 -0.1102 0.55 0.38 -0.14 0.069
H 1.0776 3.2837 -1.6713 0.22 0.03 0.01 0.064
H 2.1774 -2.0782 0.1533 -0.07 0.14 0.27 0.070



20
Properties=species:S:1:pos:R:3:forces:R:3:lowdin_charge:R:1 method="wB97M-V/def2-TZVPD" lumo_energy_ha=0.0259 homo_ev=-8.83 spin_multiplicity=1 orbital_gap_ev=9.5358 smiles="[H]/N=C(/N)NC.CC(=O)O"
O 1.3494 -1.0572 -2.0819 -0.35 0.08 0.13 0.103
O -0.4701 -0.1599 -3.0631 -0.69 0.21 0.29 0.068
N -2.3326 0.4683 2.0283 -1.32 0.86 2.17 0.050
N -1.5381 -1.0896 0.5525 0.87 -0.46 1.13 0.093
N -0.1183 -0.0683 2.2436 1.28 -1.78 -1.00 -0.002
C -1.2580 -0.3328 1.5722 -2.81 -0.07 -1.25 -0.584
C 0.7683 -0.1012 -2.5131 0.60 0.16 -0.12 -0.586
C 1.1080 -0.5984 1.6622 0.51 1.63 -2.03 -0.094
C 1.3824 1.2616 -2.5870 2.55 0.38 0.72 -0.011
H -0.1051 0.2249 3.1996 -0.31 0.25 0.10 0.127
H 1.9577 -0.0583 2.0563 0.36 -0.78 1.12 0.077
H 1.2428 -0.1479 0.6463 -0.83 -0.32 0.24 0.077
H 1.2201 -1.6576 1.4064 -0.08 0.00 1.09 0.085
H 2.3993 1.1907 -2.0569 -1.24 0.07 -1.22 0.111
H -2.7114 0.0873 2.9184 0.86 0.47 -0.48 0.093
H -3.2012 0.5317 1.4951 0.97 -0.57 -0.74 0.080
H -1.1116 -0.2825 -2.3439 -0.03 -0.40 -0.17 0.113
H 1.4766 1.6719 -3.6049 0.07 -0.56 0.23 0.091
H 0.8996 2.0533 -2.0426 -0.94 -0.01 0.35 0.071
H -0.9577 -1.9359 0.5124 0.54 0.84 -0.55 0.039



18
Properties=species:S:1:pos:R:3:forces:R:3:lowdin_charge:R:1 method="wB97M-V/def2-TZVPD" lumo_energy_ha=0.0183 homo_ev=-8.34 spin_multiplicity=1 orbital_gap_ev=8.8357
O 1.4806 2.2821 0.5045 -1.70 -5.51 -0.68 -0.153
N -0.2863 -0.6391 -0.0069 -3.72 -0.75 1.15 -0.250
N -1.9427 -2.2649 -0.5536 2.38 1.19 0.24 0.041
C 0.5323 -1.1352 -0.8877 5.74 -4.08 -5.57 -0.207
C -0.0441 0.6521 0.5322 2.39 -0.63 0.98 -0.387
C 1.3323 0.8074 1.2374 1.22 -0.60 1.38 -0.076
C 0.4201 1.5711 -0.5028 -0.56 3.59 -1.98 -0.124
C -1.6160 -1.1375 -0.0394 -3.38 0.85 -0.19 -0.221
H 0.6949 -0.4098 -2.2503 -0.72 -2.10 3.21 0.142
H -0.7805 0.7275 1.2407 -2.21 1.67 1.31 0.110
H -2.8940 -2.5269 -0.6401 -0.96 0.21 0.35 0.041
H 1.9528 -0.9784 -0.4340 -4.36 -1.12 -1.76 0.171
H 1.5161 0.6274 2.5475 -0.85 1.34 -4.12 0.187
H -0.2369 -2.6580 -1.2610 1.88 3.74 1.17 0.246
H -2.5646 -0.3658 0.2875 3.16 -1.81 -0.37 0.194
H 0.6934 0.8082 -1.4772 0.41 2.87 2.69 0.080
H -0.3200 2.3988 -0.9360 1.66 -1.61 1.13 0.142
H 1.9495 -0.1001 0.7720 -0.39 2.79 1.05 0.062



15
Properties=species:S:1:pos:R:3:forces:R:3:lowdin_charge:R:1 method="wB97M-V/def2-TZVPD" lumo_energy_ha=-0.3437 homo_ev=-20.35 spin_multiplicity=1 charge=+2 orbital_gap_ev=10.9920
N 2.8038 0.6829 0.0577 0.26 0.50 -0.62 0.386
N -1.0603 1.3754 0.2138 -0.55 4.89 0.64 0.016
N -0.6635 0.2001 0.1207 0.24 -3.12 -1.05 -0.185
N -1.2104 2.4759 0.3760 -0.16 -2.25 -0.45 0.455
C -0.6529 -0.6169 1.3489 0.94 0.42 2.39 0.044
C 1.9975 0.3155 -0.6442 0.82 -0.30 0.42 0.271
C -0.9906 -0.5924 -1.0988 -0.81 2.69 -3.78 0.029
H -1.0058 -0.0363 2.2270 -0.08 -0.23 -0.70 0.132
H -1.1177 -1.5859 -0.8630 -0.35 -2.06 0.89 0.078
H 1.2900 -0.1663 -1.2791 -0.28 -0.09 -0.38 0.094
H -1.2954 -1.4483 1.1667 -0.38 -0.57 0.18 0.099
H -0.2203 -0.5585 -1.9168 -0.20 0.16 0.93 0.094
H -1.8943 -0.2483 -1.7492 1.13 -0.25 1.82 0.171
H 0.3722 -0.9465 1.6616 -0.74 0.21 -0.82 0.123
H 3.6477 1.1499 0.3785 0.16 -0.02 0.52 0.193